Version a
ORCA calculation (ωB97M-V/def2-TZVPD) on a gas-phase ion, C4H11N2 (charge +1).

Bonds (Å) are listed after each position.
Geometry (Å):
1 C 0.247 -0.276 0.290  C3 1.523, N7 1.398, N13 1.526, H14 1.071
2 H -2.798 1.116 -0.534  C4 1.053
3 C 0.743 -1.658 -0.113  C1 1.523, H5 1.215, H8 1.125, H17 1.137
4 C -1.907 1.000 0.014  H2 1.053, H10 1.107, H11 1.071, N13 1.460
5 H 0.222 -2.629 0.401  C3 1.215
6 H 2.589 0.613 0.834  C9 1.084
7 N 0.925 0.777 -0.331  C1 1.398, C9 1.260
8 H 0.482 -1.667 -1.208  C3 1.125
9 C 2.042 1.181 0.090  H6 1.084, N7 1.260, H12 1.002
10 H -1.091 1.735 -0.124  C4 1.107
11 H -2.186 1.039 1.047  C4 1.071
12 H 2.404 2.021 -0.319  C9 1.002
13 N -1.175 -0.233 -0.261  C1 1.526, C4 1.460, H15 0.967, H16 0.980
14 H 0.297 -0.178 1.355  C1 1.071
15 H -1.655 -0.939 0.194  N13 0.967
16 H -1.018 -0.223 -1.228  N13 0.980
17 H 1.880 -1.679 -0.108  C3 1.137

Properties
highest occupied orbital energy	-14.71	eV
charge	+1
SMILES	C=N[C@H](C)[NH2+]C

Version b
ORCA calculation (ωB97M-V/def2-TZVPD) on 2 unconnected molecules or ions with the total composition C4H11N2.

Bonds (Å) are listed after each position.
Geometry (Å):
1 H -1.370 0.987 -1.284  C17 1.095
2 C 1.231 0.975 0.139  C4 1.489, C5 1.356, H10 1.080
3 H -0.158 -0.341 1.127  C5 1.103
4 C 2.384 0.862 1.074  C2 1.489, H6 1.081, H8 1.099, H16 1.137
5 C 0.025 0.379 0.312  C2 1.356, H3 1.103, C17 1.417
6 H 2.088 0.162 1.843  C4 1.081
7 H -2.712 0.952 0.849  N12 1.016
8 H 3.330 0.457 0.688  C4 1.099
9 H -3.088 -0.425 -0.024  N12 1.020
10 H 1.402 1.478 -0.801  C2 1.080
11 H -0.121 -2.642 -2.236  N13 1.019
12 N -2.345 0.095 0.444  H7 1.016, H9 1.020, C17 1.410
13 N 0.102 -2.179 -1.356  H11 1.019, H14 1.016, H15 1.025
14 H -0.151 -1.195 -1.381  N13 1.016
15 H -0.596 -2.675 -0.792  N13 1.025
16 H 2.797 1.795 1.576  C4 1.137
17 C -1.229 0.446 -0.343  H1 1.095, C5 1.417, N12 1.410

Properties
highest occupied orbital energy	-14.08	eV
charge	+1

Version c
ORCA calculation (ωB97M-V/def2-TZVPD) on a gas-phase ion, C4H11N2 (charge +1).

Bonds (Å) are listed after each position.
Geometry (Å):
1 H -1.538 0.665 -1.643  C12 1.087
2 H -0.394 -1.581 -2.680  C15 1.090
3 H -1.806 -0.807 -0.838  C12 1.099
4 N 0.247 1.605 0.096  H6 0.999, H10 0.996, C14 1.379
5 H 1.576 0.299 1.744  N7 1.021
6 H 0.132 2.304 0.799  N4 0.999
7 N 0.819 -0.166 2.248  H5 1.021, H13 1.014, C16 1.517, H17 1.007
8 H 0.442 -0.067 -2.704  C15 1.090
9 H 0.815 -1.333 -1.518  C15 1.093
10 H 0.405 1.997 -0.806  N4 0.996
11 H -0.650 -1.356 1.364  C16 1.078
12 C -0.998 -0.118 -1.120  H1 1.087, H3 1.099, C14 1.499, C15 1.518
13 H 0.586 0.385 3.066  N7 1.014
14 C -0.383 0.379 0.154  N4 1.379, C12 1.499, C16 1.335
15 C 0.006 -0.804 -2.029  H2 1.090, H8 1.090, H9 1.093, C12 1.518
16 C -0.345 -0.324 1.288  N7 1.517, H11 1.078, C14 1.335
17 H 1.085 -1.079 2.579  N7 1.007

Properties
highest occupied orbital energy	-13.47	eV
charge	+1
SMILES	CC/C(N)=C/[NH3+]

Short version: version b is the least stable of them.

Version a
ORCA calculation (ωB97M-V/def2-TZVPD) on a gas-phase ion, C4H11N2 (charge +1).

Bonds (Å) are listed after each position.
Geometry (Å):
1 C -0.639 -1.576 0.469  H6 1.078, H8 1.092, H10 1.094, C12 1.539
2 N 0.180 0.483 -0.493  C9 1.464, C12 1.406, C16 1.385
3 H 0.775 -0.947 -1.971  C9 1.055
4 N -0.046 1.850 1.416  H13 1.079, H15 1.071, C16 1.322
5 H 1.876 -0.744 -0.770  C9 1.118
6 H -0.066 -2.113 -0.269  C1 1.078
7 H -1.493 -0.598 -1.102  C12 1.065
8 H -0.012 -1.300 1.319  C1 1.092
9 C 1.151 -0.156 -1.384  N2 1.464, H3 1.055, H5 1.118, H14 1.004
10 H -1.493 -2.178 0.795  C1 1.094
11 H -1.653 0.528 0.268  C12 1.136
12 C -0.991 -0.251 -0.228  C1 1.539, N2 1.406, H7 1.065, H11 1.136
13 H 0.274 2.682 2.025  N4 1.079
14 H 1.650 0.606 -1.806  C9 1.004
15 H -1.058 1.562 1.613  N4 1.071
16 C 0.616 1.512 0.324  N2 1.385, N4 1.322, H17 1.090
17 H 1.635 1.777 0.040  C16 1.090

Properties
highest occupied orbital energy	-14.43	eV
charge	+1
SMILES	CC/[N+](C)=C\N

Version b
ORCA calculation (ωB97M-V/def2-TZVPD) on a gas-phase ion, C4H11N2 (charge +1).

Bonds (Å) are listed after each position.
Geometry (Å):
1 H 3.356 0.925 -1.102  C2 1.090
2 C 2.478 1.048 -0.468  H1 1.090, H5 1.090, C16 1.540, H17 1.093
3 N -0.462 -0.013 0.499  C4 1.490, C8 1.287, H15 1.020
4 C -0.106 0.975 -0.557  N3 1.490, H6 1.089, H7 1.092, C16 1.524
5 H 2.667 0.536 0.475  C2 1.090
6 H -0.892 1.060 -1.305  C4 1.089
7 H -0.088 1.964 -0.095  C4 1.092
8 C -1.471 -0.806 0.394  N3 1.287, N9 1.351, H11 1.091
9 N -1.911 -1.745 1.259  C8 1.351, H12 1.016, H13 1.009
10 H 1.281 0.844 -2.208  C16 1.092
11 H -2.094 -0.545 -0.462  C8 1.091
12 H -2.251 -1.509 2.186  N9 1.016
13 H -2.033 -2.710 0.992  N9 1.009
14 H 1.220 -0.573 -1.231  C16 1.093
15 H 0.303 -0.254 1.130  N3 1.020
16 C 1.213 0.518 -1.168  C2 1.540, C4 1.524, H10 1.092, H14 1.093
17 H 2.432 2.134 -0.356  C2 1.093

Properties
highest occupied orbital energy	-15.29	eV
charge	+1
SMILES	CCCNC=[NH2+]

Short version: version a is the least stable of them.

Version a
ORCA calculation (ωB97M-V/def2-TZVPD) on 2 unconnected molecules or ions with the total composition C4H12NO2S.

Bonds (Å) are listed after each position.
Geometry (Å):
1 S 1.038 3.251 0.295  C9 1.837, H16 1.338
2 N -0.326 -1.146 -1.977  H5 1.022, H15 1.017, C17 1.485, H18 1.033
3 C 0.140 -1.721 0.300  H8 1.099, C17 1.529, O20 1.202
4 H -1.916 -1.132 2.691  O14 0.963
5 H -1.242 -0.696 -1.983  N2 1.022
6 H 0.567 1.403 1.608  C9 1.085
7 H 1.909 1.031 0.595  C9 1.087
8 H 0.160 -1.336 1.329  C3 1.099
9 C 0.902 1.441 0.577  S1 1.837, H6 1.085, H7 1.087, C13 1.515
10 H -0.079 1.345 -1.321  C13 1.085
11 H -2.055 0.391 2.907  O14 0.958
12 H 1.433 -0.710 -0.978  C17 1.061
13 C -0.018 0.755 -0.412  C9 1.515, H10 1.085, C17 1.518, H19 1.098
14 O -1.642 -0.273 2.352  H4 0.963, H11 0.958
15 H 0.174 -0.944 -2.839  N2 1.017
16 H 2.187 3.251 -0.393  S1 1.338
17 C 0.394 -0.660 -0.772  N2 1.485, C3 1.529, H12 1.061, C13 1.518
18 H -0.460 -2.163 -1.851  N2 1.033
19 H -1.067 0.764 -0.087  C13 1.098
20 O -0.098 -2.849 -0.039  C3 1.202

Properties
highest occupied orbital energy	-12.43	eV
charge	+1

Version b
ORCA calculation (ωB97M-V/def2-TZVPD) on 2 unconnected molecules or ions with the total composition C4H12NO2S.

Bonds (Å) are listed after each position.
Geometry (Å):
1 H 0.567 -0.451 -1.671  C13 1.132
2 H 0.338 -2.953 -1.325  C9 1.150
3 O -0.993 -2.609 0.274  C9 1.208
4 H 2.558 0.887 3.022  O7 0.973
5 H -2.349 -0.583 -1.474  N10 0.988
6 H 0.309 1.965 1.457  C8 1.213
7 O 1.695 0.802 2.580  H4 0.973, H20 0.940
8 C -0.038 1.526 0.380  H6 1.213, H11 1.096, S14 1.813, C15 1.528
9 C -0.358 -2.284 -0.701  H2 1.150, O3 1.208, C13 1.560
10 N -1.438 -0.468 -1.837  H5 0.988, C13 1.536, H16 1.069, H17 1.011
11 H -0.888 2.096 -0.015  C8 1.096
12 H 2.220 1.610 0.388  S14 1.348
13 C -0.233 -0.746 -0.926  H1 1.132, C9 1.560, N10 1.536, C15 1.562
14 S 1.407 1.921 -0.641  C8 1.813, H12 1.348
15 C -0.327 0.027 0.428  C8 1.528, C13 1.562, H18 1.104, H19 1.134
16 H -1.454 -0.743 -2.870  N10 1.069
17 H -1.422 0.520 -2.052  N10 1.011
18 H -1.326 -0.168 0.856  C15 1.104
19 H 0.467 -0.466 1.070  C15 1.134
20 H 1.262 0.116 3.057  O7 0.940

Properties
highest occupied orbital energy	-12.49	eV
charge	+1

Short version: version b is the least stable of them.